A 10-piece molecular cluster, C55H125N5O10 overall. Source: the Open Molecules 2025 dataset; level of theory: ωB97M-V with the def2-TZVPD basis set.

Each line ends with the Mulliken charge.
Element x y z (Å)
H  -1.78808  2.71270  -3.52013  -0.4584
H  3.02848  -0.55084  0.34619  -0.2228
C  -1.72179  3.07896  7.04311  -1.7418
H  1.27885  -1.04908  7.66865  0.4087
C  -3.28201  -3.10605  3.71135  -0.2800
H  -2.59347  8.09767  1.05568  0.3770
H  1.24197  -0.27509  -2.16214  -0.7876
H  2.04408  -0.48931  6.20124  0.4220
H  2.83348  -6.48217  2.29296  0.3559
H  0.30305  -3.76727  -2.12991  0.4541
H  -1.22008  -1.83022  -2.80778  0.0294
C  -3.65044  -1.66899  3.29952  -0.6282
H  3.58235  -2.66794  -0.76741  0.2720
C  5.78781  -2.35146  -0.67492  2.0835
H  -5.87141  -2.93047  -0.67950  0.2328
H  -1.22566  -0.34475  8.11053  0.4622
C  -0.11272  0.10377  6.39383  1.8374
C  -6.51932  -2.69831  -1.52473  -1.0727
C  -0.03544  1.75473  -5.72532  -0.8429
C  3.73055  -0.28533  1.13656  -1.3415
H  -0.62518  1.39307  -6.56764  0.4959
H  -5.60249  -3.97446  -3.06786  0.2830
H  -2.55363  2.39979  -5.19813  0.5292
C  0.88564  -7.11678  2.71933  0.2062
H  -0.90365  -8.38446  0.43933  0.2127
H  -2.15739  1.48761  4.70549  0.3036
H  -2.05400  4.60365  2.09812  0.4404
C  -4.51436  5.19960  0.59150  -2.0032
C  0.41463  -2.80485  -1.63050  -0.2870
H  -1.01190  -4.72218  -6.18740  0.3963
H  -0.32614  4.47359  -2.66949  0.1982
H  -3.39537  -3.80047  2.87887  0.2396
H  1.68331  0.64802  -6.33936  0.5437
C  5.90133  -1.47204  -2.00775  -1.6359
O  -4.22111  -3.52481  4.63738  -0.5790
C  -1.25203  -8.22422  -1.78688  -1.2545
O  -3.24994  7.05777  -1.30935  -0.5862
H  3.30017  1.97992  -5.20579  0.4793
C  6.07263  0.89037  1.46147  -1.9477
H  0.32147  4.81536  6.53020  0.3731
C  -2.44377  3.75109  0.13551  -0.1030
H  -1.50854  -4.43414  -0.05721  0.5963
H  -3.14778  -4.96308  -5.35171  0.4272
C  -1.11553  1.54761  4.39077  -0.5322
H  -2.32634  3.97782  -4.54037  0.5626
O  -0.51997  -1.22602  1.54893  0.3577
H  -0.92406  3.68281  4.51090  0.6018
H  0.22376  -1.86918  -3.68985  0.7620
H  -0.11174  -4.52468  -4.75702  0.2413
H  -7.38835  -3.35438  -1.47501  0.3855
H  1.65383  3.70525  6.42040  0.4577
H  -0.77768  8.26664  -1.01236  0.4127
H  2.32368  4.55072  -2.41381  0.4165
H  1.86929  -6.51717  0.89382  0.1778
C  2.60299  3.60411  -2.87643  -1.7909
H  -2.25797  -3.16120  4.08066  0.2589
H  -1.98221  -3.03579  0.84845  -0.0860
H  -2.97286  -1.33305  2.51458  -0.2048
C  -5.71128  -2.91225  -2.84876  -0.3422
H  -0.96351  -6.04562  -5.03159  0.2737
H  -3.10803  3.00913  0.57864  0.6692
H  0.91703  -9.50789  0.22798  0.2922
H  4.48716  -3.97847  -1.40573  0.4956
H  -1.00258  -0.57548  4.55123  0.2376
H  -3.30000  3.87156  -2.32870  0.0173
H  -4.59178  -1.38172  -2.77795  0.1932
H  -2.18279  3.94861  6.57482  0.3436
C  -0.71067  4.12444  -6.40351  -1.9319
C  -0.40981  -8.21208  -0.51696  0.5049
H  0.04449  4.80272  -0.01315  0.0023
H  1.48163  -2.64685  -1.47359  -0.5978
H  0.56631  2.78109  4.51874  0.3255
H  2.43632  2.72949  -2.24765  0.0176
H  -2.46665  0.43062  0.08449  0.2365
H  -0.64505  -7.85304  -2.61265  0.2884
C  0.77555  -3.73032  0.63588  -1.9431
O  -0.01160  4.76839  -3.52725  -0.4840
H  -0.03666  -7.47353  2.26087  0.1323
H  -2.61410  -3.39854  -5.08661  0.2994
C  -1.51839  -3.34462  -0.08835  -1.4031
H  -6.17749  -2.40547  -3.69370  0.3594
H  -6.91604  -1.68337  -1.50009  0.3037
N  -0.04350  -1.37168  0.29062  0.4672
H  -4.57870  5.14623  -2.14630  0.5333
C  1.47985  1.67428  -6.03357  -1.1278
H  1.78326  2.26605  -6.89720  0.4728
H  -2.82353  -3.65377  -3.00505  -0.0115
C  2.07027  -7.08579  1.80178  -0.9492
H  -2.53476  -0.68501  -1.11201  -0.0427
H  -3.55707  -1.04969  4.19163  0.3033
N  5.97744  -1.42272  0.50132  0.2111
H  -1.93919  3.26897  -0.70179  -0.9447
H  1.07972  -4.57772  0.02147  0.4281
C  -0.38270  0.26598  4.86075  -0.6782
C  -0.12568  -2.76802  -0.20141  2.4481
H  -1.45387  -9.24453  -2.11297  0.3918
H  -2.36943  -0.11989  6.84462  0.2842
H  -2.20236  -7.75096  -1.53992  0.3359
H  0.18418  5.53338  1.46276  0.5793
H  2.49748  5.62106  -4.61943  0.3402
H  -1.32900  1.63317  3.32531  0.1929
H  0.24903  -7.34510  -0.46824  -0.1736
O  -4.44951  -2.32869  -2.71000  -0.3254
H  -1.02399  3.20556  1.64003  -0.5488
C  -0.44147  2.80156  4.93354  -1.4559
H  3.89097  -0.73050  -1.78763  -0.9188
N  0.24529  1.44924  6.94389  0.4955
H  -4.85136  6.20850  0.35348  0.4618
H  3.52309  4.53853  -5.35530  0.4408
H  0.05636  1.49574  0.87495  -0.4589
H  0.09401  3.95349  -7.11862  0.4155
O  0.58803  1.39780  8.33947  -0.5376
C  5.21284  0.59095  -0.75928  -1.9153
H  3.68001  3.70095  -3.01340  0.4597
H  0.63707  -6.08217  2.95576  0.1123
H  0.89304  3.95423  7.96956  0.4521
C  2.46946  4.64094  -5.09553  -1.8915
H  1.35556  0.81308  0.06752  -0.4388
H  5.54419  -2.09384  -2.82868  0.5471
C  1.10161  -0.85216  6.61134  -1.9644
C  -1.38258  -0.53529  7.04885  -1.8416
C  2.28729  2.06488  -4.81212  -0.2874
C  0.31420  1.08680  -0.10198  -0.2329
O  0.46877  -9.33073  -0.60224  -0.5945
H  -2.39202  2.22188  7.10884  0.2569
H  7.08130  1.01440  1.06741  0.4406
C  -1.03992  -4.96229  -5.12454  -1.1559
C  -1.36418  6.44492  0.13602  1.6975
H  0.44918  0.27255  4.15645  -0.0019
C  -1.87952  2.98411  -4.57182  -1.6825
H  4.86987  0.29795  -2.90977  0.5327
H  -0.98836  7.98564  1.64375  0.4644
H  3.33026  0.59848  1.63329  0.5492
H  7.10915  -3.92395  -0.01322  0.3810
H  6.12278  1.10724  -1.06514  0.5136
H  -1.37494  -1.61208  6.87986  0.4541
C  -0.13973  -1.82470  -2.66320  -1.1031
N  -2.47488  6.00755  -0.78538  1.1554
H  -0.26680  0.31318  -2.69259  -0.3568
H  -1.94316  0.97529  -1.45685  -0.0973
H  -4.65714  -1.64133  2.88252  0.5677
C  -0.40158  -0.23083  -0.60643  2.8277
C  -0.41504  7.25286  -0.84254  -1.6622
H  -0.30348  6.77618  -1.81640  0.1423
H  6.82894  -3.87368  -1.71614  0.4023
H  -2.11142  6.78778  2.14748  0.3046
H  0.87557  -1.81413  6.15131  0.3944
H  -1.64327  4.07825  -6.96586  0.3945
O  1.13664  -7.80924  3.92738  -0.5665
H  -4.67016  3.47837  -1.55779  0.3874
H  -4.26056  5.31076  1.64569  0.2995
N  0.41683  3.58772  -4.13589  1.2325
H  2.54546  -8.00972  1.47214  0.3375
H  3.81106  -1.03585  1.92291  0.4879
C  -0.52129  3.17721  -5.26371  1.7526
C  0.68874  3.85925  6.90310  -2.0124
C  -1.88094  0.12204  -0.78142  -1.2480
H  5.33354  -2.55046  1.69017  0.4118
H  -0.74475  5.17543  -6.11651  0.3637
H  0.45883  -7.52041  4.54281  0.3222
H  0.37973  -4.00085  1.61478  0.1966
H  -1.64144  3.37906  8.08790  0.4580
C  4.52051  -3.20715  -0.63628  -2.1016
C  -1.50858  4.11687  1.28962  0.1239
O  6.16782  -2.07663  1.65734  -0.4681
H  2.10803  1.26864  -4.08965  -0.3724
O  -2.57681  -4.49710  -3.39172  -0.3733
H  6.89533  -1.11549  -2.27778  0.4067
H  -2.91601  7.09796  -2.20850  0.3320
H  -0.11968  1.02738  -4.91787  -0.1123
H  0.31957  1.87997  -0.84961  -0.0525
H  5.56317  1.85296  1.41705  0.3904
H  1.75156  -3.26519  0.77428  0.0932
C  -2.41174  -4.41863  -4.76016  -0.1667
H  6.03140  0.57767  2.50484  0.4144
H  0.58114  7.32017  -0.40529  0.4174
C  0.17159  -0.43131  -2.02800  0.1402
H  1.88738  4.66713  -6.01672  0.3162
C  4.87107  -0.30395  -2.00102  0.7443
C  5.23472  -0.13468  0.61577  1.9624
C  1.90489  3.50861  -4.26753  1.5006
H  7.88399  -2.69370  -0.87586  0.4768
C  6.93829  -3.23451  -0.84000  -2.3117
H  -5.36841  4.52307  0.56036  0.4177
H  -2.22407  -2.96410  -0.82682  -0.1540
H  0.26186  -0.86615  1.97418  0.1167
C  -1.81120  7.37175  1.27744  -1.9909
H  1.50108  1.67597  8.44214  0.3178
C  -3.37758  4.86098  -0.41510  1.6484
H  4.50126  1.41596  -0.79279  0.5008
C  -0.26033  2.73710  6.48435  1.7058
H  -5.09165  -3.34404  4.27534  0.3434
C  -0.59158  5.24594  0.75306  -1.2842
C  -4.01911  4.34643  -1.66125  -1.6341
H  4.60339  -3.78279  0.28560  0.5794

Calculated values
Frontier orbital gap ... 8.318 eV
Relative energy (zero: lowest compared OMol25 entry of this formula, charge and spin) ... 120.7 kcal per mole
M ... 1016.630 g/mol
DFT total energy ... -86977.1278 eV
SMILES string ... CC1(C)CCCC(C)(C)N1O.CC1(C)CCCC(C)(C)N1O.CC1(C)CCCC(C)(C)N1O.CC1(C)CCCC(C)(C)N1O.CC1(C)CCCC(C)(C)N1O.CCO.CCO.CCO.CCO.CCO